# 1
Density functional theory data (wB97M-V/def2-TZVPD) for a 12-piece molecular cluster, C6H35NO12 overall at a distorted geometry.

Last column: natural (NBO) charge in e.
Element x y z (Å)
C (-1.7441, 1.4125, -0.4829)  -0.416
C (-3.1679, 1.6368, -0.2276)  -0.544
C (-3.4703, 2.7770, 0.6409)  0.446
O (-3.2650, 2.6598, 1.7794)  -0.499
C (-1.0777, 0.2422, 0.2945)  -0.221
N (0.1539, 0.7062, 1.0482)  -0.688
C (-0.1248, 0.7877, 2.5416)  -0.196
C (0.8098, 1.7818, 3.2956)  -0.630
H (-1.4235, 1.2877, -1.5575)  0.224
H (-1.2879, 2.3583, -0.0789)  0.197
H (-3.6242, 0.6819, 0.2484)  0.230
H (-3.6402, 1.5038, -1.1913)  0.223
H (-3.7357, 3.7170, 0.1778)  0.108
H (-0.8287, -0.6176, -0.3266)  0.195
H (-1.8628, -0.2056, 0.8795)  0.210
H (0.5400, 1.6841, 0.6280)  0.360
H (0.0757, -0.2302, 2.8592)  0.179
H (-1.2211, 1.1066, 2.7534)  0.188
H (1.7597, 1.4452, 2.9575)  0.215
H (0.7773, 1.9140, 4.3855)  0.229
H (0.6194, 2.7856, 2.9157)  0.195
H (2.3766, 3.9786, -3.2227)  0.492
H (0.7478, 4.0485, -3.4204)  0.504
O (1.5083, 3.6910, -2.9808)  -0.990
H (2.7685, -0.7728, 1.2913)  0.471
H (2.7813, -2.2602, 1.8624)  0.484
O (2.6512, -1.3373, 2.0848)  -1.012
H (-1.2455, 3.7549, -2.4382)  0.470
H (-2.3209, 3.0225, -3.2848)  0.483
O (-1.5531, 3.6549, -3.3077)  -0.950
H (1.8633, -0.9573, -5.0079)  0.470
H (1.6027, -0.6857, -3.5693)  0.509
O (1.5242, -1.4560, -4.2496)  -0.994
H (2.0201, 1.7440, -2.6477)  0.480
H (2.4749, 0.7212, -1.5194)  0.506
O (2.2828, 0.8789, -2.5795)  -1.005
H (1.7784, -0.2481, 0.1467)  0.498
H (2.1892, -1.6155, -0.4889)  0.508
O (2.3964, -0.6522, -0.3729)  -0.969
H (-3.0470, -1.6468, 3.0728)  0.473
H (-4.2531, -0.9683, 2.6486)  0.462
O (-3.7538, -1.8791, 2.5182)  -0.936
H (-1.5358, -2.1117, 4.8336)  0.485
H (-0.3597, -1.3375, 4.0696)  0.480
O (-1.1729, -1.2878, 4.4445)  -0.961
H (0.0105, -4.8600, -2.4879)  0.470
H (0.3234, -3.5747, -3.3698)  0.494
O (0.2644, -4.5112, -3.3341)  -0.963
H (2.1057, -4.5032, 1.7878)  0.481
H (1.8870, -3.7199, 0.5133)  0.477
O (1.9367, -3.5948, 1.3831)  -0.931
H (2.6802, -3.0049, -2.2755)  0.481
H (2.4474, -4.4263, -2.0067)  0.493
O (2.3587, -3.5180, -1.6332)  -0.970

The frontier orbital gap is 0.3420 Eh. The structure (SMILES) is CCNCCCC=O.O.O.O.O.O.O.O.O.O.O.O. The calculation puts the highest occupied orbital energy at -9.08 eV. As for the total charge: 0. The value obtained for the total energy is -1207.07645 hartree.


# 2
Density functional theory data (wB97M-V/def2-TZVPD) for a 11-piece molecular cluster, C6H36N2O10 overall at a distorted geometry.

Last column: natural (NBO) charge in e.
Element x y z (Å)
C (0.5762, -0.9084, -2.4290)  -0.417
C (1.8037, -0.0064, -2.6199)  -0.603
C (0.1513, -1.1323, -0.9734)  -0.221
N (-1.2717, -0.7269, -0.7719)  -0.669
C (-0.7593, 1.0518, 1.0119)  -0.626
C (-1.5991, -0.1760, 0.5817)  -0.064
C (-3.0604, 0.2159, 0.6555)  -0.224
N (-4.0349, -0.8741, 0.5479)  -0.842
H (-0.1992, -0.3345, -2.9422)  0.206
H (0.7632, -1.8512, -2.9416)  0.196
H (1.5670, 1.0345, -2.4032)  0.221
H (2.6554, -0.2497, -1.9858)  0.205
H (2.1058, -0.0652, -3.6696)  0.198
H (0.8291, -0.5340, -0.3621)  0.177
H (0.1990, -2.1659, -0.6448)  0.186
H (-1.4871, -0.0763, -1.5153)  0.352
H (0.2954, 0.9655, 0.7684)  0.213
H (-1.1448, 1.8904, 0.4292)  0.204
H (-0.9571, 1.2055, 2.0702)  0.215
H (-1.3631, -1.0727, 1.1684)  0.190
H (-3.2036, 0.7029, 1.6287)  0.181
H (-3.3241, 1.0321, -0.0266)  0.187
H (-4.3767, -0.9170, -0.3925)  0.352
H (-3.6321, -1.7548, 0.8299)  0.374
H (-1.8391, -2.7374, -0.2527)  0.498
H (-2.8313, -3.4840, -1.1465)  0.474
O (-2.4528, -3.4998, -0.2482)  -0.979
H (-0.2198, 1.2125, -5.0318)  0.466
H (-1.3187, 1.7298, -4.2028)  0.466
O (-0.3632, 1.7573, -4.2380)  -0.926
H (0.0373, -1.4315, 3.5497)  0.511
H (-0.1040, -0.0527, 4.2929)  0.478
O (0.3501, -0.5182, 3.5776)  -0.999
H (0.0148, 4.7455, -1.4433)  0.494
H (-1.5171, 4.6334, -1.5447)  0.457
O (-0.7980, 5.2049, -1.7654)  -0.973
H (-0.7834, -3.5848, 2.9004)  0.506
H (-1.8002, -3.1214, 3.9464)  0.485
O (-1.0570, -2.8089, 3.4185)  -0.970
H (4.8100, 0.4856, 0.2150)  0.483
H (3.5596, 0.5757, 1.2390)  0.506
O (4.0037, 0.9579, 0.4555)  -1.005
H (2.2349, 3.0199, 1.7334)  0.466
H (3.5014, 2.6012, 1.0865)  0.502
O (2.8967, 3.3786, 1.1279)  -0.965
H (2.0645, 0.0648, 2.7880)  0.518
H (2.4968, -1.2700, 2.0541)  0.484
O (2.8170, -0.4466, 2.4176)  -0.973
H (2.0223, 3.5988, -0.4436)  0.510
H (1.5080, 3.4441, -1.8989)  0.472
O (1.2268, 3.3930, -0.9737)  -0.983
H (-0.3600, -4.6852, 0.5489)  0.498
H (1.1347, -4.3045, 0.7889)  0.480
O (0.2329, -4.1112, 1.0356)  -0.971

The frontier orbital gap is 0.3262 Eh. The structure (SMILES) is CCCN[C@@H](C)CN.O.O.O.O.O.O.O.O.O.O. The calculation puts the highest occupied orbital energy at -8.83 eV. As for the total charge: 0. The value obtained for the total energy is -1112.09687 hartree.


Question: Which formula does entry 1 have?
Answer: C6H35NO12